Entry from the Open Molecules 2025 dataset: a cluster of 2 separate species, C25H27BNO6 in total in a non-equilibrium geometry (ωB97M-V/def2-TZVPD).

ORCA input file:
```
! RIJCOSX wB97M-V def2-TZVPD def2/J DEFGRID3
* xyz 1 1
C 4.6096 -1.3201 3.5716
C 4.2857 -0.2492 2.6390
C 5.0923 0.7356 2.1303
C 4.3005 1.4471 1.1767
C 3.0150 0.9084 1.1943
B 1.6102 0.9241 0.3262
N 0.8155 -0.3696 -0.2162
C 1.5111 -1.4182 -0.9966
C 0.0210 -0.9196 0.9242
C 0.0634 0.1710 1.9605
O -0.3608 0.1547 3.0954
O 0.6587 1.3002 1.4162
C -0.1618 0.3910 -1.1020
C 0.7926 1.3041 -1.8010
O 0.8397 1.5636 -2.9796
O 1.6863 1.7742 -0.8580
O 3.0330 -0.1560 2.0845
H 5.5703 -1.7484 3.2542
H 4.7690 -0.9100 4.5779
H 3.8530 -2.1078 3.6200
H 6.1342 0.8992 2.4216
H 4.6524 2.2724 0.5628
H 0.7861 -2.0142 -1.5726
H 2.2427 -0.9716 -1.6759
H 2.0201 -2.0725 -0.2828
H -1.0293 -1.0762 0.6024
H 0.4355 -1.8652 1.2837
H -0.7568 -0.2377 -1.7834
H -0.8861 0.9503 -0.4659
C -3.6149 3.5000 -3.1579
O -2.2396 3.9714 -3.1966
C -1.5628 4.0530 -2.0202
C -0.2175 4.5265 -2.0306
C 0.5752 4.3977 -0.9150
C 0.0581 3.9216 0.3393
C 0.8656 3.5364 1.4653
C 0.2554 3.7080 2.7868
C 0.6769 4.5912 3.8233
C -0.0796 4.7370 4.9981
C -1.2492 3.9887 5.2244
C -1.9089 3.9336 6.5778
C -1.7544 3.2425 4.1552
C -0.9630 3.0221 3.0425
C -1.3690 3.8074 0.3560
C -2.1234 3.6425 -0.7911
H -3.9308 3.4816 -4.2015
H -3.6712 2.4871 -2.7272
H -4.2750 4.1755 -2.5880
H 0.1477 4.9484 -2.9724
H 1.6316 4.6641 -0.9772
H 1.9406 3.4715 1.3548
H 1.6127 5.1551 3.7121
H 0.2636 5.3894 5.8110
H -2.7757 3.2684 6.5575
H -1.2284 3.5539 7.3505
H -2.2456 4.9210 6.9088
H -2.7387 2.7639 4.2210
H -1.3310 2.3107 2.3050
H -1.9635 3.7496 1.2658
H -3.1612 3.2696 -0.7392
*
```

HOMO-LUMO gap in eV: 5.80
Total energy in a.u.: -1499.67977
ΔE to the lowest compared entry with this formula, charge and spin in kJ/mol: 0.0
Highest occupied orbital energy in eV: -10.53

***

Entry from the Open Molecules 2025 dataset: a structure of composition C25H27Cl2PRu in a non-equilibrium geometry (ωB97M-V/def2-TZVPD).

ORCA input file:
```
! RIJCOSX wB97M-V def2-TZVPD def2/J DEFGRID3
* xyz 0 5
Ru -0.4346 2.2974 -0.6179
Cl -0.2038 4.1054 -1.9895
Cl 1.7537 2.4776 -0.0778
C 2.6639 -1.2011 -2.0477
H 3.1772 -1.9983 -1.4799
H 2.6013 -0.2358 -1.5234
C -0.4207 0.8798 -1.7930
C 1.8983 -1.3459 -3.1305
H -0.2370 -0.1500 -1.6576
C 1.9776 -0.5341 -4.4521
H 0.8551 -1.6324 -2.9320
C 1.7920 0.9423 -4.4173
H 2.9844 -0.7649 -4.8456
H 1.1485 -1.0417 -4.9869
C 0.3188 1.5056 -4.3879
H 2.3388 1.4618 -3.5992
H 2.2196 1.3298 -5.3627
C -0.6282 1.0803 -3.2451
H 0.3621 2.6152 -4.3711
H -0.1863 1.2530 -5.3566
H -1.3884 1.8367 -3.2311
H -1.1039 0.1579 -3.5462
C -2.4713 2.8803 3.8293
C -2.0315 3.3698 2.6144
C -1.2031 2.5757 1.8454
C -0.8537 1.2975 2.2162
C -1.2927 0.7942 3.4655
C -2.0956 1.6077 4.2680
P -0.0732 0.3183 0.8915
C 1.3205 -0.5961 1.6724
C 1.8205 -1.7859 1.1116
C 2.8296 -2.4990 1.7675
C 3.3187 -2.0557 2.9888
C 2.8367 -0.8821 3.5379
C 1.8643 -0.1378 2.8777
C -1.3889 -0.9957 0.6492
C -1.3046 -2.2685 1.2557
C -2.4096 -3.1043 1.2106
C -3.5778 -2.6941 0.5866
C -3.6462 -1.4524 -0.0401
C -2.5401 -0.6078 -0.0222
H -3.1139 3.4900 4.4401
H -2.3127 4.3259 2.2021
H -0.8005 3.0841 0.9294
H -1.0207 -0.2208 3.7866
H -2.4377 1.2253 5.2362
H 1.4106 -2.1595 0.1611
H 3.2053 -3.4133 1.3089
H 4.0846 -2.6368 3.5014
H 3.2015 -0.5403 4.4959
H 1.4895 0.7873 3.3171
H -0.3958 -2.5839 1.7513
H -2.3536 -4.0748 1.6866
H -4.4480 -3.3399 0.5720
H -4.5432 -1.1112 -0.5396
H -2.5560 0.3653 -0.5239
*
```

HOMO-LUMO gap (spin up / spin down) in eV: 6.78 / 7.59
Total energy in a.u.: -2325.20387
ΔE to the lowest compared entry with this formula, charge and spin in kJ/mol: 240.6
Expectation value of S²: 6.014
Highest occupied orbital energy (spin up / spin down) in eV: -7.12 / -8.29

***

Entry from the Open Molecules 2025 dataset: a cluster of 3 separate species, C25H27F16N2O3 in total in a non-equilibrium geometry (ωB97M-V/def2-TZVPD).

ORCA input file:
```
! RIJCOSX wB97M-V def2-TZVPD def2/J DEFGRID3
* xyz 1 1
C 0.3556 2.7471 -1.9036
C -0.9113 2.5760 -1.0124
C -2.0864 3.4088 -1.3146
C -3.3108 3.3441 -0.5348
C -3.4155 2.4324 0.6243
C -4.7540 2.4654 1.4300
C -4.7076 3.6653 2.4627
C -5.1904 1.0966 2.0649
C -2.2462 1.6251 0.9176
O -2.2337 0.7319 2.0255
C -2.5446 -0.5736 1.4817
C -1.4753 -1.6381 1.8395
C -0.9999 -2.6573 0.8953
C -0.0321 -3.5376 1.5222
N 0.3588 -3.4060 2.7942
N 0.0250 -2.5054 3.6956
C -0.8737 -1.6661 3.1720
C -1.0034 1.6736 0.1218
H 1.2537 2.9282 -1.2493
H 0.5162 1.9241 -2.6397
H 0.2126 3.7030 -2.4784
H -2.0537 4.1418 -2.1606
H -4.1810 3.9837 -0.7989
H -5.5577 2.7386 0.6850
H -4.4988 4.5888 1.8541
H -5.7507 3.8157 2.8651
H -3.9522 3.5164 3.2743
H -4.5267 0.8622 2.9452
H -6.2395 1.2460 2.4529
H -5.2474 0.2510 1.3350
H -2.7160 -0.5126 0.3801
H -3.5115 -0.9015 1.9640
H -1.3637 -2.7636 -0.1440
H 0.4039 -4.3643 0.9086
H 1.0270 -4.1092 3.1428
H -1.2162 -0.8602 3.8733
H -0.1176 1.0346 0.3654
C 0.0707 -7.9506 0.6588
C -0.0365 -9.3958 0.1347
C -0.3369 -10.4715 1.1786
F 0.6341 -10.5634 2.1091
F -0.4158 -11.6837 0.5827
F 1.0816 -9.6947 -0.5614
F -1.0578 -9.4080 -0.7689
O 1.3885 -7.4467 0.8961
C 1.9756 -7.7144 2.1366
C 3.2459 -8.5597 2.0132
F 2.9873 -9.7466 1.4337
F 3.7617 -8.8157 3.2364
F 1.0665 -8.2568 2.9631
F 2.2957 -6.5044 2.6705
H -0.3135 -7.3147 -0.1414
H -0.5944 -7.7655 1.5047
H -1.2903 -10.2816 1.6802
H 4.0007 -8.0433 1.4144
C 3.4392 8.5835 -3.5777
C 2.0818 7.8632 -3.4644
C 1.8184 7.1241 -2.1536
F 2.7000 6.1267 -1.9405
F 0.5884 6.5474 -2.1830
F 1.9293 7.0366 -4.5244
F 1.1177 8.8204 -3.5916
O 4.4744 7.8987 -4.2802
C 5.2577 6.9886 -3.5657
C 5.1225 5.5624 -4.1037
F 3.8451 5.1287 -4.0349
F 5.8723 4.7051 -3.3709
F 4.9837 7.0748 -2.2497
F 6.5367 7.3957 -3.7113
H 3.2553 9.4727 -4.1833
H 3.7859 8.9690 -2.6171
H 1.8472 7.8063 -1.2998
H 5.4458 5.5080 -5.1458
*
```

HOMO-LUMO gap in eV: 6.00
Total energy in a.u.: -2901.57248
ΔE to the lowest compared entry with this formula, charge and spin in kJ/mol: 241.0
Highest occupied orbital energy in eV: -11.04

***

Entry from the Open Molecules 2025 dataset: a cluster of 7 separate species, C25H27F7IN5O22P in total in a non-equilibrium geometry (ωB97M-V/def2-TZVPD).

ORCA input file:
```
! RIJCOSX wB97M-V def2-TZVPD def2/J DEFGRID3
* xyz 1 1
C -0.6783 -5.8404 1.7384
C -1.5189 -5.0210 1.3787
N -2.6838 -4.1715 1.4485
C -2.4987 -2.7645 1.4420
N -1.3710 -2.0887 1.3464
I -1.2735 -0.0161 1.3879
N -3.8472 -2.2464 1.5675
C -4.6927 -3.3769 1.6132
N -3.9698 -4.5951 1.5271
P -4.7324 -6.2189 1.5372
N -5.5657 -6.4004 3.0970
O -3.5808 -7.4494 1.5420
H 0.0755 -6.5981 2.0989
H -0.4722 -2.5869 1.2399
H -5.8081 -3.2234 1.7112
H -6.5668 -6.2899 2.8841
H -5.4300 -7.3860 3.3714
H -3.9446 -8.2909 1.8946
C 0.0309 4.0985 -1.9938
C -0.7762 4.6203 -0.8501
O -1.7296 3.5873 -0.6336
C -1.1184 2.4441 -1.0271
O -1.5056 1.3376 -0.7443
O -0.0117 2.6898 -1.7721
F -1.4350 5.7523 -1.1957
H -0.4157 4.3264 -2.9651
H 1.0556 4.4689 -1.9833
H -0.2000 4.7900 0.0665
C 1.0309 5.5081 4.0090
C 0.6572 6.7881 3.3329
O 1.2521 6.6600 2.0515
C 1.2771 5.3282 1.7948
O 1.4578 4.8566 0.7063
O 1.0648 4.5915 2.9175
F 1.2134 7.8511 3.9636
H 2.0174 5.5509 4.4781
H 0.3010 5.2035 4.7565
H -0.4173 6.9431 3.2241
C 0.1543 -0.5915 -4.1235
C 1.5193 -0.5953 -3.5140
O 2.3725 -0.4687 -4.6359
C 1.6503 0.2290 -5.5644
O 2.1241 0.7537 -6.5222
O 0.3254 0.2545 -5.2538
F 1.7763 -1.7797 -2.9065
H -0.1603 -1.5791 -4.4558
H -0.6020 -0.1926 -3.4464
H 1.7016 0.2273 -2.8166
C 0.0814 -2.8003 -8.1781
C -0.3220 -2.9929 -6.7479
O -1.2419 -4.0608 -6.8129
C -0.8610 -4.8082 -7.8930
O -1.2304 -5.9182 -8.1008
O 0.0008 -4.1231 -8.6958
F -0.9655 -1.8959 -6.2687
H -0.6081 -2.1528 -8.7258
H 1.0910 -2.4007 -8.2771
H 0.5029 -3.2589 -6.0797
C 1.8299 -3.8046 5.3534
C 1.4630 -2.5185 4.6809
O 2.0734 -2.6280 3.4098
C 2.1055 -3.9669 3.1404
O 2.2983 -4.4272 2.0585
O 1.8804 -4.7119 4.2583
F 2.0048 -1.4609 5.3267
H 2.8088 -3.7622 5.8373
H 1.0889 -4.1175 6.0891
H 0.3864 -2.3671 4.5589
C -4.0473 4.8077 6.2467
C -2.6774 4.7958 6.8509
O -1.8300 4.9064 5.7220
C -2.5472 5.6004 4.7929
O -2.0719 6.1143 3.8250
O -3.8678 5.6424 5.1068
F -2.4258 3.6175 7.4668
H -4.3734 3.8162 5.9228
H -4.7971 5.2201 6.9216
H -2.4812 5.6216 7.5397
C 6.0150 1.2619 -4.6131
C 5.7112 0.0285 -3.8205
O 6.4494 0.2176 -2.6303
C 6.5198 1.5700 -2.4552
O 6.8279 2.0976 -1.4342
O 6.1844 2.2413 -3.5940
F 6.1776 -1.0791 -4.4455
H 6.9389 1.1740 -5.1904
H 5.2036 1.5339 -5.2890
H 4.6534 -0.1011 -3.5790
*
```

HOMO-LUMO gap in eV: 7.99
Total energy in a.u.: -4235.69519
Highest occupied orbital energy in eV: -11.60

***

Entry from the Open Molecules 2025 dataset: a structure of composition C25H27FHfN8O11S4 in a non-equilibrium geometry (ωB97M-V/def2-TZVPD).

ORCA input file:
```
! RIJCOSX wB97M-V def2-TZVPD def2/J DEFGRID3
* xyz 0 1
Hf -0.2354 -0.8710 -0.8523
N -0.7421 -5.3191 -2.4210
C -0.9084 -4.0704 -1.8800
S -0.5752 -2.7129 -2.8781
N -1.3448 -4.0619 -0.6542
N -1.3806 -2.8161 -0.0604
C -2.2175 -2.7514 0.8934
C -2.3192 -1.5462 1.7072
C -3.3147 -1.3971 2.6532
C -3.3178 -0.2552 3.4378
C -2.3083 0.6686 3.2648
C -1.3678 0.4404 2.2761
N -1.3665 -0.6328 1.4941
H -0.7123 -5.3650 -3.4244
H -1.2234 -6.0655 -1.9456
H -2.8301 -3.6182 1.1151
H -4.0716 -2.1636 2.7630
H -4.0958 -0.0941 4.1730
H -2.2602 1.5772 3.8496
H -0.5822 1.1679 2.0959
O -2.8644 -0.5540 -3.8325
S -2.1178 0.0622 -2.7903
O -0.6474 0.1503 -2.9590
O -2.2685 -0.5904 -1.4449
C -2.5815 1.7882 -2.8022
C -3.2372 2.2332 -3.9351
C -3.4051 3.5994 -4.1329
C -2.9005 4.5107 -3.2208
C -2.2515 4.0703 -2.0726
C -2.0949 2.7162 -1.8666
S -1.5869 2.1592 -0.2718
O -1.0645 3.2593 0.4889
O -2.7823 1.5420 0.2228
O -0.4609 1.1534 -0.5405
H -3.5973 1.5065 -4.6501
H -3.9288 3.9497 -5.0141
H -3.0261 5.5727 -3.3914
H -1.8814 4.7588 -1.3225
C 2.3194 -4.6421 0.5556
S 2.5455 -3.4383 -0.7340
C 3.7726 -2.4200 0.0771
O 1.2696 -2.6664 -0.7211
H 1.8731 -4.1211 1.4038
H 3.2863 -5.0796 0.8114
H 1.6390 -5.4026 0.1753
H 4.7576 -2.8392 -0.1365
H 3.5822 -2.3862 1.1511
H 3.6755 -1.4216 -0.3518
C 2.1323 2.2934 -1.7423
C 2.2950 0.9659 -2.4000
N 1.7885 -0.2234 -2.0969
C 2.2885 -1.1098 -3.0474
C 3.1077 -0.4626 -3.9008
N 3.0981 0.8487 -3.4756
H 1.1916 2.3575 -1.2119
H 2.1747 3.0829 -2.4951
H 2.9261 2.4433 -1.0138
H 1.9904 -2.1409 -3.0773
H 3.6714 -0.8005 -4.7539
H 3.5933 1.6129 -3.8970
F 1.3852 4.6071 3.3536
C 1.1183 3.3545 3.7286
C 1.7288 2.3203 3.1580
N 1.4742 1.0084 3.5334
C 2.1666 -0.0965 2.8616
C 2.0075 0.0050 1.3528
O 2.6881 0.8357 0.7544
O 1.1142 -0.7776 0.8712
C 0.5576 0.7046 4.5244
O 0.2890 -0.4250 4.8795
N -0.0431 1.8149 5.0889
C 0.1492 3.1701 4.7960
O -0.4428 4.0357 5.3954
H 2.4413 2.4501 2.3540
H 1.7288 -1.0115 3.2385
H 3.2313 -0.0616 3.0935
H -0.7019 1.6140 5.8256
*
```

HOMO-LUMO gap in eV: 7.60
Total energy in a.u.: -3975.48719
ΔE to the lowest compared entry with this formula, charge and spin in kJ/mol: 78.5
Highest occupied orbital energy in eV: -7.80

***

Entry from the Open Molecules 2025 dataset: a structure of composition C25H27FeN3 in a non-equilibrium geometry (ωB97M-V/def2-TZVPD).

ORCA input file:
```
! RIJCOSX wB97M-V def2-TZVPD def2/J DEFGRID3
* xyz 0 5
C -0.6443 1.7765 -2.9217
C -0.7897 0.9647 -4.2292
H -1.6373 2.0828 -2.5577
H -0.0825 2.6768 -3.2185
H 0.0404 1.4070 -2.1046
H -1.7408 0.4121 -4.2882
H -0.8098 1.6657 -5.0878
H 0.0227 0.2595 -4.4407
C -1.8982 2.1164 0.1741
C -2.6161 2.5855 1.2722
C -3.3100 1.6704 2.0731
C -3.2377 0.3203 1.7401
H -1.3593 2.8224 -0.4575
H -2.6178 3.6521 1.4965
H -3.8553 1.9832 2.9687
H -3.7439 -0.4070 2.3657
N -1.8067 0.7943 -0.1317
C -2.4535 -0.1141 0.6599
C -2.2076 -1.5334 0.4180
N -1.2437 -1.8584 -0.4971
C -0.9548 -3.1762 -0.6214
C -2.5521 -3.8759 1.0397
C -1.5785 -4.2106 0.0968
H -0.1883 -3.4334 -1.3479
H -1.3338 -5.2595 -0.0862
C -2.8721 -2.5258 1.1594
H -3.6665 -2.2166 1.8379
H -3.0870 -4.6099 1.6457
Fe -0.3926 -0.0450 -1.4306
C 0.5609 -1.3050 -2.6302
H -0.2597 -1.6585 -3.2903
H 1.0272 -2.1459 -2.0919
H 1.3517 -0.8778 -3.2890
C 5.0116 -1.2191 -0.3150
C 4.3304 -0.8011 -1.4647
C 3.0450 -0.2723 -1.3641
C 2.3713 -0.1930 -0.1182
C 3.0768 -0.6188 1.0291
C 4.4061 -1.0316 0.9378
N 1.0605 0.2772 -0.0074
C 0.8155 0.9678 1.1991
C 0.2303 0.3650 2.3404
C -0.0085 1.1021 3.4972
C 0.3165 2.4608 3.5641
C 0.8983 3.0658 2.4507
C 1.1233 2.3466 1.2812
H 6.0156 -1.6488 -0.3970
H 4.8012 -0.8737 -2.4487
H 2.5538 0.0827 -2.2684
H 2.5666 -0.5844 1.9944
H 4.9577 -1.2359 1.8523
H -0.0344 -0.7010 2.2952
H -0.4508 0.6031 4.3588
H 0.1408 3.0232 4.4776
H 1.1762 4.1187 2.4946
H 1.5329 2.8299 0.3854
*
```

HOMO-LUMO gap (spin up / spin down) in eV: 5.62 / 5.68
Total energy in a.u.: -2396.72487
Expectation value of S²: 6.023
Highest occupied orbital energy (spin up / spin down) in eV: -6.34 / -6.48